[1]
Molecular formula: C24H16ClF10N3O4Tc
Method: DFT, wB97M-V/def2-TZVPD

The calculation puts the energy above the lowest of the compared OMol25 structures with the same formula, charge and spin at 118.1 kJ/mol. The gap between HOMO and LUMO is 7.08 eV.

Structure (ORCA input):
```
! RIJCOSX wB97M-V def2-TZVPD def2/J DEFGRID3
* xyz 1 1
Tc -0.32641 -0.08081 1.20541
C -1.57656 -2.77086 0.35213
N -0.82883 -2.08869 1.42008
C -1.71097 -1.93341 2.58863
C -2.78114 -0.87931 2.25415
N -2.21158 0.11303 1.35497
C -2.86997 1.29094 1.11248
C -2.51203 1.98951 -0.05829
F -1.80647 1.31987 -0.98270
C -2.88743 3.29568 -0.31786
F -2.42811 3.91167 -1.40167
C -3.73559 3.95058 0.57724
F -4.09411 5.20884 0.37717
C -4.21528 3.24695 1.68024
F -5.05119 3.83513 2.52523
C -3.79452 1.94652 1.94393
F -4.29644 1.35562 3.03049
C 0.42891 -2.78833 1.69019
C 1.36854 -2.71943 0.47421
N 1.50278 -1.39003 -0.13330
C 2.77146 -0.99172 -0.61387
C 3.23347 0.27753 -0.25518
F 2.52659 0.96880 0.64602
C 4.37466 0.83408 -0.81515
F 4.74843 2.05970 -0.48129
C 5.08980 0.09859 -1.76179
F 6.16515 0.61381 -2.33228
C 4.66506 -1.18578 -2.10651
F 5.32816 -1.87062 -3.02405
C 3.51726 -1.72523 -1.53241
F 3.09749 -2.94050 -1.89085
H -1.87084 -3.77053 0.68131
H -0.97606 -2.84284 -0.55229
H -2.46168 -2.18949 0.10837
H -1.10880 -1.57457 3.42578
H -2.17660 -2.88034 2.87382
H -3.08327 -0.41008 3.19195
H -3.67263 -1.32426 1.80436
H 0.26070 -3.83967 1.93733
H 0.91651 -2.30274 2.53647
H 1.03632 -3.41870 -0.30232
H 2.36214 -3.03737 0.80024
O 1.21065 2.30266 3.81749
Cl 0.41994 1.49610 3.03143
O -0.83876 1.18700 3.59338
O 1.05749 0.20854 2.78158
O 0.18428 2.03547 1.71672
C 0.48910 -0.55360 -0.52688
C 0.57383 0.04114 -1.84429
C 0.52277 -0.75481 -2.99458
C 0.52631 -0.16305 -4.24350
C 0.62023 1.21592 -4.36709
C 0.69614 2.00715 -3.23078
C 0.65973 1.43107 -1.97913
H 0.43065 -1.82618 -2.90564
H 0.45060 -0.78224 -5.12212
H 0.61810 1.67492 -5.34361
H 0.75868 3.08038 -3.32352
H 0.70331 2.03797 -1.08987
*
```

---

[2]
Molecular formula: C24H16F2N4O
Method: DFT, wB97M-V/def2-TZVPD

The calculation puts the energy above the lowest of the compared OMol25 structures with the same formula, charge and spin at 8.9 kJ/mol. The gap between HOMO and LUMO is 7.88 eV.

Structure (ORCA input):
```
! RIJCOSX wB97M-V def2-TZVPD def2/J DEFGRID3
* xyz 0 1
O 2.55942 -3.06221 1.29863
F 0.98488 1.69569 -5.57196
F -2.40307 3.07597 -2.59226
N 0.42924 -0.33689 0.49172
N -3.46801 1.08072 -0.87306
C 1.57655 -2.40370 1.02824
C -0.73355 -0.93200 0.45971
C -3.97878 0.54452 0.20721
C 0.28984 -3.08880 0.99690
C -0.85526 -2.36925 0.73753
C -5.30720 0.63909 0.79242
C -5.60209 0.02280 2.00556
C -4.58661 -0.75588 2.67785
C -2.13857 0.62779 -0.94573
C -3.35643 -0.86323 2.08076
C -1.90387 -0.19917 0.12686
C 4.19212 1.16044 -0.86311
C 4.99866 1.39877 0.22495
C 0.52433 0.37041 -3.66746
C -0.75561 2.33745 -4.06271
C -0.24313 0.12902 -2.52806
C 3.09496 0.31285 -0.69164
C 4.67992 0.88698 1.49386
C 0.27589 1.46395 -4.45602
C -1.52725 2.10418 -2.92254
C -1.26941 0.95566 -2.13920
C 2.78689 -0.29706 0.56002
C 3.56682 0.03256 1.68004
N -3.06599 -0.27021 0.83710
N 1.59413 -1.03677 0.70444
C 3.25459 -0.40662 3.10632
H 0.30710 -4.15166 1.19854
H -1.81641 -2.84828 0.76793
H -6.04227 1.23794 0.28262
H -6.57193 0.11507 2.46335
H -4.83258 -1.18269 3.62990
H -2.59885 -1.42066 2.64523
H 4.39464 1.58805 -1.84433
H 5.89243 1.99097 0.09632
H 1.27413 -0.35117 -4.00004
H -0.91146 3.25536 -4.63197
H -0.06950 -0.74415 -1.97708
H 2.45720 0.17621 -1.56419
H 5.34075 1.06673 2.33445
H 3.59137 -1.42395 3.25413
H 3.79944 0.21800 3.79631
H 2.17252 -0.34278 3.35246
*
```

---

[3]
Molecular formula: C24H16IrN3O6S2
Method: DFT, wB97M-V/def2-TZVPD

The gap between HOMO and LUMO (spin up / spin down) is 7.63 / 6.36 eV.

Structure (ORCA input):
```
! RIJCOSX wB97M-V def2-TZVPD def2/J DEFGRID3
* xyz 1 6
Ir -0.64214 0.63915 -0.03959
C -2.50119 0.87909 4.05837
C -2.19567 1.10283 2.70992
N -1.62568 0.18741 1.94613
C -1.32309 -1.02324 2.48006
C -1.61190 -1.33334 3.81295
C -2.19992 -0.33181 4.61139
C -1.35587 -2.64631 4.29195
C -0.88975 -3.61398 3.44022
C -0.61497 -3.31853 2.10165
C -0.75833 -2.02012 1.60648
N -0.51605 -1.59532 0.35131
C -0.08706 -2.31013 -0.73549
C 0.66892 -3.46971 -0.75093
C 0.98791 -4.10135 -1.96412
C 0.55809 -3.59044 -3.15725
C -0.16573 -2.37101 -3.19149
C -0.59224 -1.75454 -4.38723
C -1.23587 -0.55279 -4.33513
C -1.43081 0.06077 -3.08814
N -1.06789 -0.50923 -1.95667
C -0.45211 -1.72088 -1.98807
H -2.96501 1.66713 4.63325
H -2.40972 2.05235 2.24319
H -2.41831 -0.54047 5.65144
H -1.57104 -2.87907 5.32688
H -0.74275 -4.62394 3.79668
H -0.31037 -4.12028 1.44884
H 1.07689 -3.87186 0.16375
H 1.58355 -5.00327 -1.94378
H 0.78672 -4.09369 -4.08782
H -0.39524 -2.24009 -5.33503
H -1.57338 -0.05137 -5.23035
H -1.88946 1.03631 -3.00446
O 0.00551 2.62931 -1.41557
S -1.40851 3.24338 -0.57337
O -0.93039 2.93525 0.80067
O -2.25820 2.07036 -0.96084
C 1.20784 3.26787 -1.08165
C 1.37131 4.58415 -1.46359
C 2.54369 5.25488 -1.14555
C 3.56241 4.60339 -0.47015
C 3.41159 3.27385 -0.11133
C 2.23080 2.59885 -0.40324
S 2.14470 0.90190 0.08344
O 3.46302 0.43372 0.32994
O 1.39823 0.21718 -1.01582
O 1.20749 0.81894 1.25234
H 0.58175 5.07762 -2.01557
H 2.66049 6.28898 -1.44100
H 4.48038 5.12359 -0.23463
H 4.20736 2.73848 0.38702
*
```

---

[4]
Molecular formula: C24H16N7OPdS
Method: DFT, wB97M-V/def2-TZVPD

The gap between HOMO and LUMO (spin up / spin down) is 6.11 / 4.58 eV.

Structure (ORCA input):
```
! RIJCOSX wB97M-V def2-TZVPD def2/J DEFGRID3
* xyz 3 5
Pd 0.74455 -0.23974 0.72326
O 2.85008 1.72618 3.58037
C 2.06958 1.06386 2.91606
N 2.21294 0.76297 1.61956
C 3.52911 0.77980 1.08700
C 3.44150 0.23726 -0.35404
C 4.41898 0.37543 -1.30785
C 4.21882 -0.05400 -2.62133
C 3.03572 -0.74155 -2.95915
C 2.10576 -0.91323 -1.94019
N 2.27841 -0.42508 -0.66486
C 0.70176 0.70050 3.39147
C 0.35474 0.92267 4.73405
C -0.82842 0.40796 5.19718
C -1.72019 -0.19857 4.29968
C -1.40529 -0.23177 2.94258
N -0.17021 0.12946 2.56453
H 4.24126 0.11325 1.59804
H 3.95354 1.77946 1.09371
H 5.30129 1.01969 -1.05507
H 4.87746 0.17281 -3.44253
H 2.70387 -0.92683 -4.00677
H 1.15541 -1.40325 -2.19731
H 0.97827 1.56815 5.36406
H -1.05888 0.46636 6.24442
H -2.69931 -0.57809 4.60136
H -2.10772 -0.55043 2.17959
S -4.98072 -0.43629 -4.17204
N -4.06821 -1.58664 -3.49636
C -3.26529 -0.99057 -2.57732
C -2.34524 -1.70317 -1.83184
C -2.25452 -3.09223 -1.88533
C -1.35754 -3.69655 -0.95907
C -0.58429 -2.88249 -0.11776
N -0.65028 -1.53182 -0.13751
C -1.54990 -0.98312 -0.96412
C -1.54156 0.49425 -0.99182
N -0.53384 1.07200 -0.35559
C -0.37160 2.38746 -0.27390
C -1.28114 3.22837 -0.93864
C -2.31638 2.64380 -1.71975
C -2.43213 1.23538 -1.78241
C -3.30853 0.47981 -2.59608
N -4.36421 0.85899 -3.28544
H -2.97584 -3.63070 -2.47757
H -1.37387 -4.77587 -0.78464
H 0.19772 -3.31936 0.54221
H 0.47079 2.74725 0.31850
H -1.32325 4.28864 -0.77531
H -2.97319 3.22957 -2.32603
*
```

---

[5]
Molecular formula: C24H17AsF3NReS6Sb
Method: DFT, wB97M-V/def2-TZVPD

The calculation puts the energy above the lowest of the compared OMol25 structures with the same formula, charge and spin at 194.1 kJ/mol. The gap between HOMO and LUMO is 5.61 eV.

Structure (ORCA input):
```
! RIJCOSX wB97M-V def2-TZVPD def2/J DEFGRID3
* xyz 2 1
Re 0.75849 -1.52379 -1.12006
F 5.78958 -0.42243 -2.92883
C 5.84388 -0.61293 -1.60714
F 6.98691 -0.11882 -1.15020
F 5.83417 -1.93789 -1.38644
C 4.65997 0.04093 -0.93261
C 4.76781 1.24244 -0.25232
C 3.63358 1.82117 0.30552
C 2.42003 1.17651 0.18463
N 2.31806 0.00810 -0.45821
C 3.40279 -0.53836 -1.02005
S 2.92334 -1.99101 -1.87904
H 5.73365 1.72229 -0.16218
H 3.69143 2.76250 0.83233
H 1.51486 1.59702 0.60246
S 0.27095 0.07421 -2.69678
C -0.29764 1.59881 -2.00667
C -0.20459 2.75534 -2.77046
C -0.67953 3.94537 -2.23450
C -1.24849 3.98212 -0.96772
C -1.35480 2.81976 -0.21261
C -0.87745 1.63056 -0.74311
As -0.96871 -0.05492 0.13813
C -1.04600 0.20622 2.03160
C -2.30907 0.35168 2.59947
C -2.41627 0.62686 3.95474
C -1.27368 0.74955 4.73274
C -0.01495 0.59992 4.16126
C 0.10328 0.33025 2.80915
C -2.55851 -0.97059 -0.41621
C -2.92866 -2.11879 0.28225
C -4.02439 -2.84556 -0.14897
C -4.73643 -2.42900 -1.26943
C -4.36195 -1.28177 -1.95727
C -3.26529 -0.54668 -1.53493
H 0.23241 2.73443 -3.76054
H -0.60269 4.85441 -2.81588
H -1.61217 4.91874 -0.56762
H -1.80058 2.84140 0.77412
H -3.20444 0.24776 1.99885
H -3.39465 0.74092 4.40119
H -1.36234 0.95903 5.79016
H 0.87183 0.68866 4.77404
H 1.08806 0.19805 2.37807
H -2.37460 -2.44390 1.15560
H -4.32920 -3.73381 0.38778
H -5.59316 -2.99871 -1.60364
H -4.92807 -0.95599 -2.81922
H -2.97736 0.35116 -2.06967
S -1.04166 -5.49700 0.56974
Sb 0.97199 -4.77941 0.16716
S 0.05613 -3.20281 -2.17673
S 0.87664 -2.34919 0.96342
S 3.03752 -5.22281 -0.32537
*
```

---

[6]
Molecular formula: C24H17BrMoN6O6S2
Method: DFT, wB97M-V/def2-TZVPD

The calculation puts the energy above the lowest of the compared OMol25 structures with the same formula, charge and spin at 72.6 kJ/mol. The gap between HOMO and LUMO (spin up / spin down) is 5.73 / 5.43 eV.

Structure (ORCA input):
```
! RIJCOSX wB97M-V def2-TZVPD def2/J DEFGRID3
* xyz 2 3
Mo -0.02147 0.28062 0.05429
O -3.97041 1.86702 2.20752
C -2.88086 1.16347 2.02851
O -1.78168 1.43530 2.45072
C -3.13460 -0.10956 1.27586
C -4.38041 -0.71846 1.35280
C -4.56820 -1.96794 0.75617
C -3.49926 -2.57450 0.13395
C -2.25865 -1.90919 0.11275
N -2.08933 -0.66413 0.65009
C -1.01306 -2.41892 -0.36851
O -0.78967 -3.61594 -0.88862
O -0.02273 -1.63159 -0.25787
H -3.83903 2.68123 2.72342
H -5.18474 -0.22321 1.87502
H -5.53310 -2.44946 0.80047
H -3.61461 -3.54339 -0.32929
H -1.54343 -4.22297 -0.86385
Br 1.72102 -0.37952 3.26934
C 1.58402 1.40103 2.68992
C 2.27399 2.41110 3.34893
C 2.03480 3.72614 2.98489
C 1.05462 3.98144 2.03308
C 0.44660 2.90547 1.41317
N 0.74915 1.61639 1.67497
C -0.68238 3.03164 0.42992
O -1.23545 4.05898 0.14965
O -0.98771 1.84485 -0.03118
H 2.97122 2.15812 4.13230
H 2.57225 4.53634 3.44809
H 0.76182 4.98160 1.75306
S 1.76512 1.82586 -1.20948
C 2.67574 0.47998 -0.70270
N 1.99842 -0.39661 0.03057
C 2.74619 -1.53319 0.28905
C 2.36130 -2.66411 1.00788
C 3.26088 -3.70201 1.14811
C 4.52766 -3.63968 0.57404
C 4.93457 -2.52206 -0.12977
C 4.03999 -1.47349 -0.26211
S 4.28678 0.04338 -1.10746
H 1.38025 -2.72486 1.45467
H 2.97356 -4.57700 1.70886
H 5.19602 -4.47886 0.66767
H 5.91593 -2.46362 -0.56949
N -2.14450 2.37216 -4.51966
C -1.40535 1.40667 -3.98661
C -1.43436 1.10853 -2.59497
N -0.64570 0.18848 -2.06633
C 0.13155 -0.52469 -2.89727
C 0.13067 -0.24717 -4.26102
N -0.59198 0.70912 -4.78644
H -2.70074 2.99072 -3.95643
H -2.03536 2.56237 -5.50343
H -2.05137 1.69520 -1.92342
H 0.77292 -1.29068 -2.48135
H 0.77306 -0.79640 -4.93248
*
```

---

[7]
Molecular formula: C24H17Cl3N3O5Pd
Method: DFT, wB97M-V/def2-TZVPD

The gap between HOMO and LUMO is 6.59 eV.

Structure (ORCA input):
```
! RIJCOSX wB97M-V def2-TZVPD def2/J DEFGRID3
* xyz -1 1
Pd -0.43088 0.36401 0.17197
Cl -3.44523 -2.43135 6.06803
C -3.08921 -1.62642 4.55485
C -1.83543 -1.74430 3.99100
C -1.58275 -1.09271 2.80033
Cl 0.02318 -1.25133 2.09710
C -2.52067 -0.30496 2.09670
O -2.30620 0.31353 0.99031
C -3.78473 -0.23703 2.74152
Cl -5.02616 0.70763 1.97299
C -4.06955 -0.87136 3.93003
H -1.06495 -2.33546 4.46469
H -5.05324 -0.77682 4.36691
C 8.64400 -1.61565 3.06648
O 9.26360 -1.71541 1.80195
C 8.45399 -2.01539 0.73878
C 7.10564 -2.34535 0.84887
C 6.35163 -2.57896 -0.29095
C 6.91926 -2.48781 -1.55303
C 8.28435 -2.25212 -1.64117
C 9.04865 -1.99763 -0.51440
N 6.23976 -2.66728 -2.82229
N 5.03219 -2.56599 -3.00108
C 4.19812 -1.63223 -2.32798
C 4.60941 -0.48254 -1.69296
C 3.73622 0.33998 -1.00449
C 2.36376 0.03989 -0.88877
O 1.57263 0.82145 -0.27079
C 1.91577 -1.18645 -1.53646
N 0.62143 -1.53894 -1.35096
C 0.15744 -2.58902 -1.96510
C 0.94927 -3.37907 -2.83315
C 2.26530 -3.06997 -2.99348
C 2.80934 -1.94563 -2.31112
H 9.40770 -1.25930 3.75347
H 8.27568 -2.58659 3.41123
H 7.81343 -0.90467 3.04845
H 6.62636 -2.42234 1.81403
H 5.31069 -2.85072 -0.18283
H 8.73431 -2.22831 -2.62570
H 10.10503 -1.77679 -0.59054
H 5.65550 -0.20744 -1.75153
H 4.08428 1.24715 -0.52848
H -0.88185 -2.84145 -1.77981
H 0.50597 -4.22086 -3.34929
H 2.91505 -3.65276 -3.63123
C -1.29492 3.24707 0.29559
O -1.34623 2.78433 -1.05531
C -1.01184 1.49043 -1.30941
O -1.07725 1.08327 -2.43173
H -1.48819 4.31695 0.23801
H -0.30871 3.07228 0.73211
H -2.05555 2.75577 0.90189
*
```

---

[8]
Molecular formula: C24H17F3O6V
Method: DFT, wB97M-V/def2-TZVPD

The calculation puts the energy above the lowest of the compared OMol25 structures with the same formula, charge and spin at 2.0 kJ/mol. The gap between HOMO and LUMO is 6.96 eV.

Structure (ORCA input):
```
! RIJCOSX wB97M-V def2-TZVPD def2/J DEFGRID3
* xyz -1 1
O 2.32088 -1.29954 1.55184
V 0.75899 -1.06390 1.28122
O 0.20185 -2.18492 0.36808
C -2.41780 -1.29010 3.97079
C -1.38631 -0.88161 3.14181
C -1.73282 0.18082 2.05541
O -0.81047 0.34468 1.18801
C -2.90331 0.93583 2.11819
C -3.88807 0.51959 3.00288
C -3.68947 -0.66033 3.92794
O -4.58165 -1.13334 4.63821
O -4.94444 1.18522 3.07923
O -0.17262 -1.28650 3.14168
H -2.27919 -2.14411 4.61691
H -3.04405 1.75738 1.43602
F -5.31168 -1.58049 -1.05838
C -4.28665 -2.45963 -1.12647
C -3.56497 -2.74721 0.01741
C -2.51853 -3.65873 -0.07297
C -2.19806 -4.22395 -1.30408
C -2.83911 -3.82187 -2.45903
C -3.91035 -2.93618 -2.36163
H -3.82471 -2.26774 0.95298
H -2.01502 -3.93453 0.84216
H -1.41595 -4.97362 -1.32664
H -2.59509 -4.24786 -3.42277
H -4.42960 -2.62537 -3.25950
F 2.23971 -0.43599 -0.85247
C 2.60466 0.14930 -2.01685
C 2.48839 -0.56276 -3.17598
C 2.90388 0.04742 -4.36185
C 3.36327 1.34639 -4.37727
C 3.41902 2.07906 -3.19078
C 3.05871 1.46452 -1.99747
H 2.07104 -1.55876 -3.22534
H 2.81946 -0.51400 -5.28349
H 3.56830 1.82857 -5.32479
H 3.73971 3.10853 -3.11140
H 3.15636 1.92877 -1.02434
F 1.53549 1.02145 2.29840
C 2.11456 2.06278 1.68129
C 3.49583 2.21194 1.74971
C 4.04284 3.34128 1.16673
C 3.27150 4.27117 0.48094
C 1.89925 4.05792 0.34947
C 1.33097 2.96546 1.00030
H 4.04028 1.46514 2.31178
H 5.10896 3.53695 1.17897
H 3.68273 5.15012 0.00310
H 1.26455 4.73273 -0.20605
H 0.25873 2.80003 0.98811
*
```

---

no.,calculated total energy (eV),maximum force (eV/A)
1,-79685.62190,2.808
2,-38589.52315,3.129
3,-66403.71520,0.367
4,-51910.63324,3.531
5,-169310.01006,0.463
6,-139947.05513,4.833
7,-80919.19557,2.972
8,-71290.94387,3.855